The following is a quantum chemistry calculation of a 2-piece molecular cluster, C4H12S overall in a non-equilibrium geometry, from the Open Molecules 2025 dataset.

ORCA input file:
```
! RIJCOSX wB97M-V def2-TZVPD def2/J DEFGRID3
* xyz 0 1
C -1.5799 1.3906 -1.8177
C -0.7209 0.1965 -1.4740
S -1.7514 -1.2838 -1.0431
H -2.3062 1.2802 -2.6150
H -1.0753 2.3548 -1.9499
H -2.1858 1.6448 -0.9311
H -0.0351 -0.0481 -2.2800
H -0.1968 0.4194 -0.5531
H -2.4090 -0.6648 -0.0502
C 2.0230 -1.0976 1.1439
C 1.0953 -0.2085 2.0120
H 2.2293 -1.9778 1.7491
H 2.8791 -0.4823 0.8863
H 1.5144 -1.4829 0.2632
H 1.6116 0.1445 2.8990
H 0.6785 0.5980 1.4139
H 0.2292 -0.7830 2.3468
*
```

As for the structure (SMILES): CCS.CC. As for the molar mass: 92.2 g/mol. The calculation puts the HOMO energy at -0.3338 hartree. The energy above the lowest of the compared OMol25 structures with the same formula, charge and spin is 5.44 kcal/mol. The gap between HOMO and LUMO comes out at 0.368 hartree.

=====

The following is a quantum chemistry calculation of a 2-piece molecular cluster, C4H12S2 overall in a non-equilibrium geometry, from the Open Molecules 2025 dataset.

ORCA input file:
```
! RIJCOSX wB97M-V def2-TZVPD def2/J DEFGRID3
* xyz 0 1
C -1.4926 -0.3586 1.5473
C -0.4037 0.6069 2.0431
S -0.3946 2.1593 0.9436
H -2.4233 0.3089 1.5082
H -1.6150 -1.0748 2.3446
H -1.2879 -0.7189 0.5044
H -0.8039 1.0537 2.9761
H 0.5357 0.1698 2.2006
H 0.7003 2.5605 1.4460
C -0.0379 -0.6844 -2.3481
C 1.2415 -0.8707 -1.4015
S 2.3133 0.6780 -1.6042
H -0.8324 -0.2519 -1.7661
H -0.2874 -1.6678 -2.7251
H 0.0837 -0.1749 -3.2831
H 0.9562 -0.9568 -0.3768
H 1.6585 -1.8465 -1.7543
H 2.0894 1.0682 -0.2547
*
```

As for the structure (SMILES): CCS.CCS. As for the molar mass: 124.3 g/mol. The calculation puts the HOMO energy at -0.3201 hartree. The energy above the lowest of the compared OMol25 structures with the same formula, charge and spin is 29.18 kcal/mol. The gap between HOMO and LUMO comes out at 0.346 hartree.